1.
The following is a DFT calculation (ωB97M-V/def2-TZVPD) of a single C5H9B molecule.

Summary:
- HOMO level: -8.788 eV
- Gap between HOMO and LUMO: 8.656 eV
- Energy: -6005.04019 eV
- Relative energy (zero: lowest compared OMol25 entry of this formula, charge and spin): 32.0 kcal/mol
- F_max: 6.0 eV/A

Geometry as ORCA input:
```
! wB97M-V def2-TZVPD RIJCOSX def2/J DEFGRID3
* xyz 0 1
C 2.1456 0.2715 0.4396
H -3.6904 0.0531 -0.9544
B -1.6755 -0.4033 -0.2821
H 3.3436 -0.3603 -1.2028
H -0.4816 0.5342 1.3183
C 0.9816 -0.1591 -0.1363
H 2.2304 0.7160 1.3987
H -3.0599 1.0767 0.4783
H 4.3394 0.4187 0.1019
C 3.3653 0.0508 -0.1617
C -3.1063 0.0771 0.0303
H 1.0785 -0.6862 -1.0421
H -1.5803 -1.1456 -1.1813
H -3.6587 -0.4536 0.7850
C -0.2316 0.0100 0.4086
*
```

=====

2.
The following is a DFT calculation (ωB97M-V/def2-TZVPD) of 10 unconnected molecules or ions with the total composition C32H60FNO20S4.

Summary:
- HOMO level: -9.012 eV
- Gap between HOMO and LUMO: 8.860 eV
- Energy: -122641.35458 eV
- Relative energy (zero: lowest compared OMol25 entry of this formula, charge and spin): 18.7 kcal/mol
- F_max: 12.4 eV/A

Geometry as ORCA input:
```
! wB97M-V def2-TZVPD RIJCOSX def2/J DEFGRID3
* xyz 0 1
S 3.4948 2.7723 -1.5322
H -1.2265 1.9116 4.3237
H 5.2020 2.4372 -2.8588
H -2.4504 6.9732 1.7970
H -2.4068 -2.1939 -2.1087
S -1.1155 5.1032 -0.3965
H -0.9634 0.8461 5.6766
H -1.2171 4.9874 2.0032
C 5.6126 -0.3030 0.7535
H -3.2203 -4.6893 3.8908
O 0.9841 -4.7328 -0.1067
C 0.4772 2.2954 5.6445
O -5.0102 -1.1690 -2.9434
H 1.5874 2.7510 -3.5537
H -0.2416 1.4756 -0.9308
H 0.7017 -1.8596 -2.1710
C -4.2324 -2.5034 1.9493
H 3.5403 3.1356 -4.9857
C 0.0295 -5.8315 -0.4013
O -4.1191 -1.0797 1.8144
H 2.8032 0.0861 5.0759
H -1.2971 -4.5589 -2.9695
O -6.1953 -3.0544 -2.7956
C 4.1328 2.5272 -3.0643
C -4.5370 0.5386 -1.4012
H 0.0777 -6.6384 0.4979
H 5.4602 0.2264 -0.2557
H 1.1277 0.7433 6.8801
H -3.5472 -3.3378 4.5748
C -2.9180 -3.7312 4.0258
C -2.9869 -0.7774 2.1810
C -2.4896 5.6596 -1.2755
H 4.0978 0.8589 1.7384
C 4.4230 -0.0720 1.7711
O -0.0403 6.0668 -0.3536
C 1.1917 -2.2448 -3.1426
C -3.3086 -1.7037 -1.5442
H -4.5075 -3.2185 1.0400
C 2.1553 0.7957 4.8754
O -0.8822 3.7787 -0.8634
C -2.8525 6.2199 1.0411
H 0.0836 -1.4351 -4.7624
O 1.6538 -3.5400 -3.2819
H -0.4866 -0.0350 -0.2426
C 3.4985 3.4664 -4.0053
H -5.1364 1.2309 -1.8066
H 1.0051 0.7029 0.1790
O 2.8662 1.5264 -1.1498
C 2.3086 3.9395 -1.9704
H 2.3950 2.0763 6.8006
H 1.9866 -0.2911 -2.8584
O 5.2929 -2.0171 -1.2846
H 4.6119 -0.4644 2.7020
C -3.0411 6.7640 -0.4263
C 2.3094 -1.1426 -3.3599
C -1.7335 -5.0426 -2.1135
H 3.0369 -1.2241 -2.6728
H -3.9062 5.9192 1.4254
H 2.7637 -1.2528 -4.1819
H -1.6416 -6.0650 -2.6289
H 3.6884 -3.0071 1.5873
C 0.1656 -3.6467 0.1063
C 0.0585 -2.2128 -4.1470
S 5.2934 -1.9498 0.2052
O 0.2812 -1.0866 4.5907
C 1.6716 1.4687 6.1457
H -5.1552 0.0046 -0.6676
N 0.0228 0.8740 -0.0187
H -0.1365 2.8204 6.4432
C -0.4394 1.3197 4.9993
H 1.5562 4.7141 -3.8250
H 2.8963 4.8056 -1.7536
F -1.0496 0.0717 -2.4503
H -4.0565 6.7397 -0.6749
C 3.7409 -2.2635 0.8671
H -2.6225 -4.7434 -2.2355
H -1.9667 -3.9530 4.5750
C -2.9284 -2.8915 2.6047
H -5.0996 -2.8588 2.6286
H -2.3039 6.1684 -2.1478
H -2.2480 -3.4209 1.9256
C 1.0944 -4.1685 -4.2344
C -3.9592 -0.5169 -2.3512
H -2.3737 7.4539 -0.7387
H -0.4013 1.3700 0.8534
C 2.0683 3.7760 -3.4532
O -2.6184 0.4089 1.9470
H 4.0109 4.5602 -3.9681
C 3.2607 -0.9206 1.3313
O 0.7579 0.6157 2.8164
O 0.1501 -3.4476 -4.8282
S 0.6616 0.2693 4.1993
H -1.8285 -5.9267 -0.1601
O 0.5869 -2.5254 0.4438
O 6.2702 -2.7235 0.9015
O -2.2429 -1.6547 2.5738
H 2.6387 -1.0304 2.1456
C -5.2925 -2.2287 -2.5012
H 6.6422 -0.3134 1.2994
H 2.6136 1.6310 4.4363
H -3.8525 1.0429 -0.6878
H -0.8519 -2.0276 -3.5753
H -3.2666 4.9810 -1.4887
O -1.0625 -3.9359 -0.1500
H 1.5022 3.8170 -1.3491
H 0.4443 -6.4219 -1.2775
H -3.2260 -0.1169 -3.2300
C -1.8645 5.0070 1.0889
H -2.3922 4.0334 1.0773
H 0.7029 3.0674 4.7811
H 3.3022 -2.7955 -0.1098
H -2.8508 -1.3629 -0.5534
H 3.8005 1.6435 -3.3035
O 1.3421 -5.3542 -4.5774
H 2.8218 -0.3883 0.4778
O -4.3825 -2.5894 -1.4885
O 4.4882 3.4525 -0.6834
C -1.2629 -5.2399 -0.6839
*
```

=====

3.
The following is a DFT calculation (ωB97M-V/def2-TZVPD) of a single C3H7N3O molecule.

Summary:
- HOMO level: -9.168 eV
- Gap between HOMO and LUMO: 9.952 eV
- Energy: -9740.79167 eV
- Relative energy (zero: lowest compared OMol25 entry of this formula, charge and spin): 51.7 kcal/mol
- F_max: 2.9 eV/A

Geometry as ORCA input:
```
! wB97M-V def2-TZVPD RIJCOSX def2/J DEFGRID3
* xyz 0 1
C 0.0484 1.9055 -0.4200
H -0.5759 1.6256 -1.3156
H 3.0551 -1.0905 -0.1394
H -0.9913 1.0573 1.1243
H -0.1597 2.9087 -0.0703
N 2.3448 -0.3469 0.0149
C -1.2027 -1.0261 -0.0944
N -0.0993 0.9493 0.6712
N -0.0064 -0.3676 0.2653
H -1.0471 -2.0774 -0.3945
H 1.1460 1.7968 -0.7247
H 0.9765 -1.9632 -0.4807
O -2.3067 -0.4616 -0.1152
C 1.2170 -0.9142 -0.1086
*
```

=====

4.
The following is a DFT calculation (ωB97M-V/def2-TZVPD) of a molecular structure, C30H34IN4O7SiZn.

Summary:
- HOMO level: -5.180 eV
- Gap between HOMO and LUMO: 7.164 eV
- Energy: -116352.83735 eV
- Relative energy (zero: lowest compared OMol25 entry of this formula, charge and spin): 0.0 kcal/mol
- F_max: 0.5 eV/A

Geometry as ORCA input:
```
! wB97M-V def2-TZVPD RIJCOSX def2/J DEFGRID3
* xyz -1 1
C -0.4916 0.4695 0.6465
C -0.6498 3.2500 -1.4845
H 0.1551 2.6259 -1.1272
C 4.8859 0.9010 -1.9031
H -1.8505 -0.5984 5.4223
H -3.4030 2.3625 2.8452
H -0.5510 -2.1456 -5.9239
O -2.9235 7.3530 -1.4287
H -3.2533 3.1125 -3.6214
H 4.4077 -2.0697 2.8987
C -0.3422 -2.1330 -3.7987
H 4.2395 -1.4569 1.2197
C -2.7315 4.8377 -2.4415
H 4.0480 0.5327 -2.4858
I 1.6847 -1.6517 -3.8594
O -2.2905 0.8824 -3.6741
H -3.6039 1.7444 4.4956
C -0.9676 -2.2931 -2.5633
H 2.7199 3.0479 0.9575
C -0.7977 4.5428 -1.0064
H -2.9640 -2.6901 -5.8520
C -3.0367 -2.7507 -3.7076
H -4.4218 -0.9457 3.4522
H 5.1683 1.3801 1.3508
C 3.7578 -1.5547 2.1929
C -0.2986 -2.9211 -0.4276
N 2.1230 -3.1012 3.0548
H -0.1292 4.9533 -0.2644
H 0.6866 -4.3946 3.8177
H -2.8196 -2.6647 -1.5717
H -0.1293 -6.0421 1.1040
Si -2.2437 0.2033 3.1014
C 2.4610 -2.2992 2.0791
H 5.3560 1.7281 -2.4424
H -4.1791 -0.5190 1.7469
C -1.1164 -4.5479 1.8586
H -1.0368 -1.6299 4.2301
O 2.2681 1.1759 -1.3102
H 6.3502 1.4629 0.0503
C -1.0513 -2.2872 -4.9758
Zn 0.5675 -0.0983 -0.9968
C 3.0653 1.4476 -0.4049
C 0.9533 -3.7767 2.9668
H -0.9467 -3.7919 -0.5480
C 2.5812 1.9632 0.9219
C 0.1317 -3.7101 1.8739
H 3.1186 1.5272 1.7596
C -2.5727 3.5397 -2.8975
O -1.0157 -5.6837 0.9915
H 3.5794 -0.5434 2.5673
H -1.9745 -3.9789 1.4978
O 2.0465 -1.2186 0.0305
C -3.6853 -0.8943 2.6455
H -2.0791 2.5019 4.0026
H -0.3404 -0.0720 4.6532
C -2.8959 1.8573 3.6702
H 5.6190 0.1044 -1.7666
H 1.5218 1.7331 1.0119
C -2.3207 -2.5984 -2.5307
C -1.8346 5.3100 -1.5010
H -3.5274 5.4760 -2.7945
H -1.3403 -4.8695 2.8803
H -4.0971 -2.9627 -3.6645
H -3.3383 -1.9090 2.4348
H 5.3870 2.8902 0.4450
C -1.2837 -0.5963 4.4870
C -1.1763 0.4036 1.6589
C -1.5335 2.7410 -2.4302
O -1.1868 7.1056 -0.1876
C -1.3903 1.3182 -2.9637
O -0.3384 0.6931 -2.6039
C 0.4833 -2.8631 0.7961
C 1.6512 -2.0751 0.8991
N 4.3941 1.3360 -0.6081
C -2.4045 -2.5962 -4.9305
N -0.2196 -2.0754 -1.3829
N -1.9915 6.6962 -1.0028
C 5.3646 1.8000 0.3659
*
```

=====

- Look up the HOMO level of the first one.
  -8.788 eV